1.
Entry from OMol25: C10H25F3O8V as an isolated structure in a non-equilibrium geometry (the ωB97M-V functional and the def2-TZVPD basis).

```
47
Properties=species:S:1:pos:R:3:forces:R:3
O -0.365939 -0.508139 0.178190 -0.3 0.3 0.1
V 0.141155 -0.258890 -1.302354 4.5 -1.8 -1.5
O 0.164982 -1.698200 -2.072310 -0.7 2.0 1.0
C -0.126148 2.446225 -2.381904 3.0 0.0 1.0
O -0.524490 2.088987 -1.053222 -1.1 0.7 -0.1
O 0.630351 1.426842 -2.768001 -2.0 -1.7 -0.4
C -1.237783 3.045267 -3.271957 0.3 -0.1 -0.7
F -0.840761 3.039906 -4.554922 0.1 0.0 0.0
F -2.460751 2.492563 -3.275002 0.0 -0.1 0.4
F -1.386260 4.351718 -2.933112 -0.4 0.0 0.1
C -1.013642 3.116155 -0.204606 -0.6 -1.2 1.2
C -1.332988 2.477743 1.139206 -0.6 1.0 0.8
H -0.489441 2.133933 1.733573 0.2 -0.3 -0.4
H -1.776945 3.277601 1.752364 0.0 0.0 0.0
H -2.117263 1.724683 1.092492 0.3 -0.3 -0.2
H -1.975054 3.501756 -0.557045 0.2 0.3 -0.4
H -0.305155 3.924277 -0.009327 0.2 0.0 -0.6
H 0.580057 3.293983 -2.263071 -0.5 0.6 0.0
C 2.487827 -1.140078 1.200849 1.3 0.1 0.0
C 3.163603 -0.720598 -0.109460 -0.9 1.4 0.1
C 4.079443 -1.777376 -0.693848 -0.1 -0.7 1.1
O 2.263628 -0.215366 -1.039068 -2.5 0.1 -0.6
H 1.826417 -1.995576 1.092971 -0.2 0.2 0.0
H 2.017943 -0.243984 1.602687 -0.5 -0.2 -0.1
H 3.289566 -1.381922 1.914352 -0.1 -0.2 0.0
H 3.720192 0.186227 0.203424 0.7 -0.4 -0.1
H 4.646306 -1.494684 -1.576003 -0.2 0.2 -0.1
H 3.483220 -2.678303 -0.870194 0.0 0.1 -0.4
H 4.784758 -2.068207 0.097841 0.2 0.1 -0.2
C -3.394834 0.373415 -1.515780 -0.7 0.2 0.7
O -2.481192 -0.703501 -1.681541 -0.5 0.6 -0.3
H -2.885282 1.197838 -1.026790 0.2 0.0 -0.1
H -3.847574 0.737959 -2.439898 0.3 -0.1 -0.2
H -4.237762 0.103095 -0.862586 0.2 -0.2 0.0
H -2.892188 -1.274579 -2.336732 0.5 -0.3 -0.1
C -0.427561 -3.583041 0.698282 -0.1 -0.6 0.5
O -1.090235 -4.458500 1.647453 0.0 0.1 -0.4
H -1.105251 -3.340254 -0.116617 0.2 0.3 0.0
H -0.080630 -2.704601 1.230821 -0.1 0.2 -0.3
H 0.428316 -4.113840 0.284730 0.0 0.0 0.0
H -2.015674 -4.209933 1.600191 0.0 -0.1 0.2
C 0.281150 -1.006646 3.783885 0.6 -1.1 -0.2
O 0.412208 0.123516 4.630485 -0.2 0.2 -0.2
H -0.418873 -1.709283 4.233483 -0.2 0.2 0.1
H -0.003756 -0.839111 2.741935 -0.3 0.6 0.2
H 1.236220 -1.540204 3.709581 0.0 0.0 0.1
H 1.196088 0.601125 4.346558 0.0 0.1 0.0
```
Forces are in eV/Å.

The total energy comes out at -60996.0198 eV. The total charge is -1. Its spin multiplicity is 1.

Results of the Mulliken charge analysis, in e, for atoms 1 through 5: -0.57 1.06 -0.59 0.48 -0.12

2.
Entry from OMol25: C31H28IN3O2PtS as an isolated structure in a non-equilibrium geometry (the ωB97M-V functional and the def2-TZVPD basis).

```
67
Properties=species:S:1:pos:R:3:forces:R:3
Pt 0.264172 0.552325 0.393778 -0.4 0.8 -0.9
C -3.778537 -2.034890 -0.146100 0.1 0.0 0.0
C -3.508339 -1.462264 1.209858 -0.7 -0.2 0.3
N -4.474377 -1.405647 2.079537 0.0 -0.2 -0.6
C -4.257080 -0.860649 3.302209 0.3 0.3 0.5
C -3.080952 -0.278298 3.670297 -0.5 0.0 0.0
C -2.944794 0.281042 5.059112 0.0 -0.1 0.0
O -2.745220 1.698566 5.037888 0.0 0.1 -0.2
C -1.993644 -0.275470 2.739197 0.2 0.3 -0.3
C -0.842285 0.463048 3.076325 0.1 -0.4 0.0
N 0.320891 0.555355 2.443849 -0.6 0.3 -0.5
C 1.393005 1.165817 3.108741 0.5 0.4 0.5
C 1.379513 1.387848 4.502273 -0.2 -0.1 -0.3
C 2.376783 2.090553 5.146110 0.1 0.1 0.0
C 3.476494 2.561708 4.445181 0.0 0.0 0.0
C 3.592994 2.235461 3.105265 0.0 0.0 0.1
C 2.582880 1.539384 2.465495 -0.2 -0.3 -0.6
I 3.020781 0.914132 0.473822 0.3 0.0 0.5
C -2.171507 -0.976233 1.493909 0.7 0.1 0.0
O -1.270358 -1.149131 0.636115 -0.4 -0.6 0.1
H -4.763691 -2.493632 -0.169297 0.0 0.0 0.1
H -3.019930 -2.769184 -0.416428 0.0 0.0 0.0
H -3.736270 -1.237934 -0.893478 0.0 0.0 0.0
H -5.097943 -0.895147 3.986859 0.0 0.0 0.0
H -2.095840 -0.198397 5.563063 0.0 0.0 0.0
H -3.846571 0.032043 5.621542 0.0 0.0 0.0
H -3.141897 2.085755 5.821060 0.0 0.0 0.1
H -0.950521 1.053279 3.980057 0.1 -0.2 0.1
H 0.575268 0.978357 5.096510 0.0 0.1 0.0
H 2.297918 2.260745 6.212035 0.0 0.0 0.0
H 4.250194 3.134630 4.937348 0.0 0.0 0.0
H 4.480416 2.510362 2.551776 0.0 0.0 0.0
C 3.021469 -3.501170 -2.517440 0.0 0.0 -0.1
C 2.692655 -3.020247 -3.932623 0.1 -0.1 0.0
C 1.972709 -4.159882 -4.670709 0.0 0.1 0.0
C 4.014039 -2.702572 -4.650430 -0.1 0.0 0.0
C 1.806001 -1.778718 -3.929145 0.0 0.0 0.0
C 1.416925 -1.212900 -5.156248 -0.1 0.2 -0.1
C 0.617069 -0.089988 -5.225629 0.1 -0.1 0.0
C 0.192094 0.484580 -4.036398 -0.1 0.1 0.2
S -0.816091 1.880524 -3.801711 0.0 -0.1 0.2
C -0.691939 1.653359 -2.085196 0.0 0.0 -0.5
N 0.035961 0.628157 -1.725361 -0.1 0.6 1.2
C 0.558549 -0.056849 -2.801781 0.1 -0.2 -0.4
C 1.367818 -1.190409 -2.755486 0.0 0.0 0.2
C -1.264481 2.527798 -1.096322 -0.2 0.4 0.3
C -2.128483 3.579720 -1.412102 0.1 -0.2 -0.1
C -2.608105 4.393740 -0.406168 0.0 0.1 0.0
C -2.230702 4.146957 0.909641 0.1 -0.1 0.0
C -1.390507 3.085669 1.227680 0.0 0.3 0.1
C -0.880257 2.267481 0.229950 0.4 -1.0 0.0
H 3.653053 -4.388277 -2.579804 0.0 0.0 0.0
H 2.117856 -3.770432 -1.967797 0.0 0.0 0.0
H 3.564770 -2.740423 -1.953637 0.0 0.0 0.0
H 2.606351 -5.048866 -4.682369 0.0 0.0 0.0
H 1.746466 -3.892244 -5.703152 0.0 0.0 0.0
H 1.035574 -4.409252 -4.170153 0.0 0.0 0.0
H 4.649622 -3.590057 -4.663599 0.0 0.0 0.0
H 4.546962 -1.902439 -4.133637 0.0 0.0 0.0
H 3.846267 -2.390671 -5.681543 0.0 0.0 0.0
H 1.740203 -1.658764 -6.087806 0.1 0.0 0.0
H 0.328063 0.337767 -6.176604 0.0 -0.1 0.0
H 1.632277 -1.592495 -1.786311 0.0 0.0 0.0
H -2.422825 3.734190 -2.444646 0.0 0.1 0.0
H -3.275162 5.212811 -0.639531 0.0 0.0 0.0
H -2.600260 4.784157 1.703892 0.0 0.0 0.0
H -1.145519 2.916206 2.268248 0.1 0.0 0.0
```
Forces are in eV/Å.

The total energy comes out at -63349.0908 eV. Its spin multiplicity is 1.

Results of the Mulliken charge analysis, in e, for atoms 1 through 5: 0.70 -1.17 0.82 -0.69 -0.94

3.
Entry from OMol25: C28H39ClGeN4O4STc as an isolated structure (the ωB97M-V functional and the def2-TZVPD basis).

```
79
Properties=species:S:1:pos:R:3:forces:R:3
Tc -0.989651 -1.658951 -0.553246 0.0 0.0 -0.1
O -1.075946 -2.613968 -2.155632 0.0 0.0 0.0
C -1.845229 -3.716840 -2.390305 0.0 0.0 0.0
C -2.190431 -3.953197 -3.713634 0.0 0.0 0.0
C -2.971844 -5.047018 -4.034146 0.0 0.0 0.0
C -3.409616 -5.933411 -3.048469 0.0 0.0 0.0
C -3.051036 -5.717760 -1.740521 0.0 0.0 0.0
C -2.279829 -4.597391 -1.381465 0.0 0.0 0.0
C -1.865133 -4.455556 -0.025343 0.0 0.0 0.0
N -1.287268 -3.387247 0.420447 0.0 0.0 0.0
N -0.707430 -3.455110 1.679394 0.0 0.0 0.0
C 0.163109 -2.519902 1.798268 0.0 0.0 0.0
O 0.369340 -1.660800 0.756486 0.0 0.0 0.0
C 0.954552 -2.302283 3.006893 0.0 0.0 0.0
C 0.772868 -3.140593 4.107947 0.0 0.0 0.0
C 1.515940 -2.933226 5.255234 0.0 0.0 0.0
C 2.437987 -1.894749 5.310946 0.0 0.0 0.0
C 2.619658 -1.059747 4.216900 0.0 0.0 0.0
C 1.878879 -1.260220 3.064846 0.0 0.0 0.0
H -1.831815 -3.275005 -4.475627 0.0 0.0 0.0
H -3.237820 -5.223121 -5.067953 0.0 0.0 0.0
H -4.013141 -6.788718 -3.316354 0.0 0.0 0.0
H -3.361587 -6.405703 -0.964187 0.0 0.0 0.0
H -1.968982 -5.285433 0.668222 0.0 0.0 0.0
H 0.053915 -3.946351 4.055545 0.0 0.0 0.0
H 1.379002 -3.582512 6.108916 0.0 0.0 0.0
H 3.018775 -1.738500 6.210130 0.0 0.0 0.0
H 3.343689 -0.257214 4.260896 0.0 0.0 0.0
H 2.021500 -0.616361 2.208038 0.0 0.0 0.0
C 0.188426 5.087866 3.152044 0.0 0.0 0.0
C -0.205730 4.205286 1.976450 0.0 0.0 0.0
C -0.283903 2.729462 2.349759 0.0 0.0 0.0
C -0.628303 1.828662 1.158627 0.0 0.0 0.0
Ge 0.647562 2.095939 -0.284830 0.0 0.0 0.0
C 2.537364 1.904676 0.108505 0.0 0.0 0.0
C 3.135843 3.096787 0.868842 0.0 0.0 0.0
C 4.605272 2.873698 1.228386 0.0 0.0 0.0
C 4.813356 1.761775 2.249907 0.0 0.0 0.0
H 0.236869 6.136971 2.864841 0.0 0.0 0.0
H 1.165712 4.801649 3.546173 0.0 0.0 0.0
H -0.535544 4.996773 3.962810 0.0 0.0 0.0
H 0.525683 4.348879 1.164888 0.0 0.0 0.0
H -1.168565 4.527529 1.568560 0.0 0.0 0.0
H -1.037967 2.589288 3.128050 0.0 0.0 0.0
H 0.664690 2.407879 2.791732 0.0 0.0 0.0
H -1.628474 2.043411 0.775975 0.0 0.0 0.0
H -0.596390 0.776098 1.448912 0.0 0.0 0.0
H 0.286759 3.137482 -1.351844 0.0 0.0 0.0
H 3.068624 1.759280 -0.835579 0.0 0.0 0.0
H 2.645987 0.978983 0.677207 0.0 0.0 0.0
H 2.574051 3.280903 1.789400 0.0 0.0 0.0
H 3.041226 4.000692 0.260722 0.0 0.0 0.0
H 5.003889 3.808228 1.626604 0.0 0.0 0.0
H 5.174060 2.660794 0.318712 0.0 0.0 0.0
H 4.234930 1.959038 3.156537 0.0 0.0 0.0
H 5.860972 1.689355 2.538462 0.0 0.0 0.0
H 4.520859 0.782511 1.863885 0.0 0.0 0.0
Cl -5.224445 -2.308521 0.495542 0.0 0.0 0.0
C -4.937978 -0.595657 0.104666 0.0 0.0 0.0
C -3.672182 -0.538191 -0.705481 0.0 -0.1 0.0
O -3.630340 -0.312124 -1.889859 0.0 0.0 0.0
O -2.575356 -0.822008 0.014941 -0.1 0.1 0.0
H -4.834303 -0.043503 1.035025 0.0 0.0 0.0
H -5.767928 -0.224283 -0.486055 0.0 0.0 0.0
C 1.804579 1.804163 -3.955901 0.0 0.0 0.0
N 0.394263 1.465335 -4.035080 0.0 0.0 0.0
C -0.438866 1.917231 -5.164948 0.0 0.0 0.0
C -1.805421 1.264701 -4.874604 0.0 0.0 0.0
N -1.586043 0.655299 -3.555092 0.0 0.0 0.0
C -0.340019 0.800245 -3.167064 0.0 0.0 0.0
S 0.303256 0.149019 -1.668515 0.0 0.0 0.0
H 2.286988 1.542715 -4.896365 0.0 0.0 0.0
H 2.274843 1.240809 -3.154400 0.0 0.0 0.0
H 1.926569 2.873216 -3.778329 0.0 0.0 0.0
H 0.001211 1.577421 -6.100772 0.0 0.0 0.0
H -0.480684 3.006476 -5.174217 0.0 0.0 0.0
H -2.065005 0.498968 -5.602888 0.0 0.0 0.0
H -2.613664 1.990014 -4.824666 0.0 0.0 0.0
H -2.309188 0.215669 -2.981903 0.0 0.0 0.0
```
Forces are in eV/Å.

The total energy comes out at -125878.9652 eV. The total charge is +2. Its spin multiplicity is 2.

Results of the Mulliken charge analysis, in e, for atoms 1 through 5: 1.07 -0.61 0.97 -0.43 -0.53

4.
Entry from OMol25: an isolated ion of composition C4H8N3 and charge +1 in a non-equilibrium geometry (the ωB97M-V functional and the def2-TZVPD basis).

```
15
Properties=species:S:1:pos:R:3:forces:R:3
C 1.202781 -0.707794 -0.725988 4.1 0.4 -1.7
N 0.429691 0.056055 0.158586 -2.6 0.3 -2.4
C 0.809880 0.151668 1.512599 0.8 0.5 3.4
C -0.789351 0.291652 -0.287397 0.1 0.0 0.9
N -1.434497 -0.116789 -1.376009 0.2 0.1 -1.6
C -1.665192 1.012842 0.573013 0.7 0.0 0.1
N -2.235039 1.682535 1.292562 -0.9 0.7 0.8
H 1.008455 -0.468301 -1.790704 0.3 0.0 0.7
H 2.346331 -0.659655 -0.509329 -2.0 0.5 -0.4
H 1.005159 -1.705190 -0.548594 -0.7 -2.4 0.1
H 1.399285 1.137610 1.693989 -1.2 -1.7 -0.1
H -0.142019 0.054791 2.177666 2.0 0.4 -0.9
H 1.518195 -0.722438 1.741033 -1.1 1.3 -0.3
H -2.269501 0.375111 -1.589421 -1.2 0.6 0.8
H -1.184176 -0.382095 -2.322005 1.6 -0.7 0.5
```
Forces are in eV/Å.

The total energy comes out at -8739.4930 eV. As for the SMILES: CN(C)C(=[NH2+])C#N. The total charge is +1. Its spin multiplicity is 1.

Results of the Mulliken charge analysis, in e, for atoms 1 through 5: -1.17 0.10 -0.86 1.01 -0.43